[1]
Here is C34H37EuN4O2S2 as an isolated structure at a distorted geometry from OMol25. Energies are from wB97M-V/def2-TZVPD.

The geometry in XYZ format:
```
80
C34H37EuN4O2S2 wB97M-V/def2-TZVPD
H 2.94 -1.41 3.04
H 0.38 -0.97 7.03
N -1.14 2.94 0.81
H -3.56 5.79 -0.22
O -3.79 1.88 2.74
C 1.93 -4.40 1.39
C 1.05 -0.58 3.73
H -2.13 -1.14 -4.71
C -2.15 1.60 -4.72
C 0.28 -0.64 6.00
Eu -0.36 0.41 0.67
C -0.79 0.16 5.61
C -1.52 5.08 -0.28
H -3.92 -2.60 0.86
C 0.30 -3.29 -0.24
C 2.94 -4.52 0.26
H 3.54 0.68 -3.10
H -2.14 1.78 -5.80
C 2.01 -0.92 2.74
H -1.65 6.94 -1.37
H 1.38 3.38 0.28
C -0.94 -2.71 -0.49
C -0.98 0.50 -2.86
H 2.36 -6.41 2.10
C -3.24 -1.99 0.26
C 0.70 -3.58 1.06
H -3.11 1.16 -4.45
H 4.94 -0.32 -3.61
H -3.43 -0.95 0.51
H 0.95 -6.30 1.03
C 2.98 -0.28 -0.44
C -3.32 3.94 0.81
N 1.81 -0.61 1.47
H 3.22 -3.54 -0.12
H -2.01 -2.31 2.69
C 1.49 -5.80 1.84
H 0.16 -3.37 3.13
H 3.84 -5.02 0.61
C -2.42 2.92 1.13
O -2.31 0.61 1.63
H -2.06 2.56 -4.20
H -1.27 -2.58 -1.51
C -0.13 -3.16 2.10
C -0.66 4.04 0.14
S 2.36 1.27 -0.70
C 0.34 1.29 -4.76
S 4.02 -1.12 -1.59
N 2.78 -1.00 0.65
H 2.54 -5.11 -0.57
H 5.13 0.88 -2.30
H -4.34 3.84 1.15
H 2.43 -3.92 2.24
H 0.93 -3.57 -1.07
C 1.21 -1.01 5.06
C -0.99 6.15 -1.02
H -0.38 -1.37 -4.72
C -0.89 0.54 4.29
H 0.50 2.24 -4.24
H -3.47 -2.14 -0.79
C -1.18 -0.69 -5.00
H 0.83 -5.76 2.71
H -1.17 -0.58 -6.09
C 0.72 4.15 -0.11
H -1.54 0.48 6.32
H 2.05 -1.63 5.31
H 0.76 7.04 -1.86
C 0.35 6.21 -1.30
C -1.00 0.67 -4.32
N -0.01 0.19 3.35
H 2.28 5.28 -1.01
C -1.35 -2.56 1.86
C -2.89 5.00 0.08
H 1.17 0.62 -4.51
C 1.21 5.21 -0.82
H -1.73 1.15 3.97
C -2.91 1.71 1.91
C -0.90 0.36 -1.65
C -1.81 -2.38 0.55
C 4.45 0.17 -2.77
H 0.34 1.47 -5.84
```

Values from the calculation:
Multiplicity: 7
Kohn-Sham gap (spin up / spin down) (eV): 4.77 / 3.99
Electronic energy (eV): -86909.438
E_LUMO (spin up / spin down) (eV): -0.908 / -3.683

***

[2]
Here is C34H37MoN4O4S3 as an isolated structure at a distorted geometry from OMol25. Energies are from wB97M-V/def2-TZVPD.

The geometry in XYZ format:
```
83
C34H37MoN4O4S3 wB97M-V/def2-TZVPD
H -2.50 3.10 -2.11
N -0.35 -2.25 1.28
H -0.88 3.66 -1.72
C 3.38 2.29 1.40
C 2.78 2.36 -3.59
O 3.54 -2.40 -0.25
O 1.05 0.58 1.18
S 0.79 -0.22 -3.98
H 3.18 1.60 -2.93
H -6.00 -0.97 -2.32
H -2.29 4.56 -1.12
H -1.19 2.88 1.98
H 5.03 -4.23 0.72
C -4.06 -0.29 -2.99
H 4.48 0.44 1.69
S 2.19 -0.26 1.66
H 4.39 -5.87 2.46
H 5.18 2.39 0.20
N -2.23 -0.56 -1.47
H 2.73 -1.94 -0.58
H 4.27 3.75 -1.63
C 4.09 2.38 0.05
H -3.84 1.85 -0.44
C 1.56 4.42 -3.85
C -1.17 3.47 1.06
H 1.25 5.05 -5.87
H 0.50 -4.10 2.65
C 3.14 -3.27 0.69
C 0.32 0.03 -2.49
H 2.31 2.44 1.25
C 3.58 0.94 2.06
H -2.94 -2.28 1.30
H 3.83 1.49 -0.54
H -0.13 3.65 0.78
H -5.11 -1.72 -0.11
H -3.30 1.73 1.24
O 1.56 2.01 -0.97
C 1.50 -4.15 2.24
C -1.87 2.69 -0.07
C 3.68 -5.12 2.13
H 1.03 5.25 -3.41
N -1.20 1.50 -0.33
C 2.12 3.45 -3.04
C 0.38 -0.08 5.28
Mo -0.35 -0.01 -0.65
H 3.64 1.01 3.14
C 1.68 4.30 -5.23
H -3.86 3.28 0.61
C -2.73 -0.16 -2.64
C -3.32 2.37 0.37
C 0.62 0.03 3.92
C -1.89 3.57 -1.34
C -2.47 -1.62 0.59
C 1.28 -0.74 6.10
C 2.33 3.21 -5.78
H -0.51 0.37 5.71
H -4.40 0.02 -3.96
H 3.52 -1.70 3.75
H -2.03 0.29 -3.33
C 0.83 -2.31 0.71
C 4.05 -4.22 1.16
C -3.09 -1.13 -0.56
N -1.15 -1.40 0.61
H 3.75 3.09 2.06
C 2.41 -5.08 2.69
H 2.13 -5.78 3.46
C 1.77 -0.52 3.40
O 1.08 -1.61 -0.37
C -4.95 -0.87 -2.07
C 2.89 2.24 -4.96
H 3.74 4.51 -0.12
C 2.40 -1.34 5.55
C 2.65 -1.24 4.19
C 3.67 3.62 -0.73
H 1.10 -0.79 7.16
H -1.67 4.42 1.24
H 3.09 -1.86 6.19
H 2.39 3.11 -6.85
C 1.83 -3.24 1.23
S 1.86 3.43 -1.24
C -4.47 -1.27 -0.85
H -0.06 0.56 3.27
H 3.37 1.38 -5.39
```

Values from the calculation:
Multiplicity: 2
Kohn-Sham gap (spin up / spin down) (eV): 5.47 / 6.18
Electronic energy (eV): -84367.517
E_LUMO (spin up / spin down) (eV): -0.343 / -0.556

***

[3]
Here is C34H37N5O5S2SbV as an isolated structure at a distorted geometry from OMol25. Energies are from wB97M-V/def2-TZVPD.

The geometry in XYZ format:
```
85
C34H37N5O5S2SbV wB97M-V/def2-TZVPD
C -5.83 1.48 -2.12
H 0.12 7.41 -0.47
H 4.62 -4.48 1.31
N 3.05 -2.02 2.51
H 0.20 4.07 -3.14
C 3.25 -3.16 1.95
H -1.16 2.31 5.75
H 1.87 -1.27 5.96
C -1.60 1.71 3.73
C 1.64 -0.87 3.87
C -0.64 5.57 0.31
C -0.90 4.23 0.06
H -1.23 1.21 -6.70
S 0.63 0.88 0.04
O -2.33 -0.61 0.11
H -1.30 3.60 0.84
H -3.05 -0.21 -3.03
O 0.66 -3.85 2.38
N -0.19 0.06 2.75
C 1.10 0.78 -3.66
H 3.21 -0.35 5.24
Sb -0.94 1.61 -1.51
C 5.62 -2.66 1.73
H 0.00 -4.51 -0.02
H -1.74 0.95 1.74
H 5.57 -2.84 3.88
C 1.74 -1.99 -1.11
H 1.13 0.55 -7.03
H -2.09 1.63 -4.43
H 6.32 -2.85 0.91
C 0.20 0.82 5.00
C -0.57 1.09 -5.85
C -2.94 -1.77 -0.42
H -2.47 2.34 3.61
H 0.77 -3.71 -1.88
S 2.03 -4.47 1.72
C 0.75 0.72 -6.03
C 0.46 -2.68 -1.66
H 3.04 -2.08 4.91
C 6.29 -2.94 3.07
C -0.61 3.70 -1.19
H 1.76 0.65 -2.81
H -1.74 -0.92 0.82
C -0.04 4.49 -2.17
H -3.43 3.21 -0.49
H -3.22 -2.45 0.40
O 2.66 -1.75 -1.86
H -0.87 5.98 1.28
C -1.06 1.32 -4.57
C -0.13 -3.05 1.55
H 7.09 -2.23 3.23
C -1.21 0.91 2.68
C -0.22 1.16 -3.49
N 1.91 -1.39 2.70
C 0.22 5.83 -1.91
C -3.88 2.45 -1.11
H -5.86 3.21 -0.86
N 4.46 -3.51 1.54
C -0.88 1.67 4.92
H -1.83 -1.83 -2.26
C -3.67 0.53 -2.53
C -5.04 0.52 -2.74
C -5.25 2.45 -1.32
O 1.69 -1.74 0.14
H 0.81 0.78 5.89
H 6.70 -3.94 3.10
H -2.37 -3.44 -1.71
C -0.08 6.37 -0.67
H -3.84 -1.46 -0.96
C 2.49 -1.16 5.07
H 0.22 -2.20 -2.61
V 0.53 -1.24 1.36
C 1.59 0.57 -4.94
H 5.28 -1.63 1.68
H -6.90 1.47 -2.27
C 0.52 0.01 3.90
N -0.66 -2.62 -0.74
C -0.65 -3.67 0.27
C -3.10 1.49 -1.71
C -1.96 -2.47 -1.38
H -5.49 -0.23 -3.37
H -1.66 -4.07 0.44
O -0.83 -2.19 2.19
H 0.67 6.44 -2.68
H 2.62 0.28 -5.08
```

Values from the calculation:
Multiplicity: 2
Kohn-Sham gap (spin up / spin down) (eV): 6.90 / 6.80
Charge: +1
Electronic energy (eV): -107435.212
E_LUMO (spin up / spin down) (eV): -3.601 / -3.603